Here is a cluster of 2 separate species, C7H13N3O2 in total from the Open Molecules 2025 dataset. Energies are from ωB97M-V/def2-TZVPD.

Its SMILES is C=CC(=O)CO.C=NN/C=N/C. The calculation puts the gap between HOMO and LUMO at 8.84 eV. The total charge is 0.

```
25
C7H13N3O2, DFT ωB97M-V/def2-TZVPD
C 1.202 1.595 -1.888
C 1.291 3.018 -2.395
C 1.811 4.079 -1.541
C 1.936 5.324 -1.991
C -1.656 -4.404 4.458
C -1.339 -3.179 2.533
C -1.528 -1.615 -0.603
H 1.370 0.555 -0.256
H 0.176 1.236 -2.144
H 1.933 1.018 -2.505
H 2.128 3.787 -0.542
H 2.338 6.126 -1.369
H 1.594 5.551 -2.997
H -2.304 -5.266 4.692
H -2.178 -3.494 4.794
H -0.771 -4.498 5.116
H -1.907 -2.368 3.036
H -0.592 -3.455 0.620
H -1.365 -2.509 -1.241
H -1.730 -0.666 -1.090
N -1.266 -4.384 3.060
N -1.164 -2.858 1.220
N -1.583 -1.715 0.679
O 1.476 1.479 -0.491
O 0.910 3.242 -3.543
```